Record 1
Molecular formula: C25H44N3PZn
Method: DFT, wB97M-V/def2-TZVPD

The value obtained for the total energy is -3263.69976 hartree. Its charge is 0.

CARTESIAN COORDINATES (ANGSTROEM)
C  -0.9553  1.8990  -2.7160
C  -0.8323  -1.9970  -4.1038
H  -2.0448  1.7908  -3.0204
H  -0.3023  2.0475  -3.6022
H  -0.6421  2.7383  -2.0534
H  -1.7361  -2.6111  -4.1329
H  -1.2464  -1.0900  -4.4895
H  -0.0979  -2.2069  -4.8826
C  -3.2856  1.5461  -0.5434
C  -3.9922  2.2622  0.4351
C  -4.4897  1.5580  1.5324
C  -4.2247  0.1969  1.6097
H  -2.8939  2.0707  -1.4106
H  -4.1282  3.3354  0.3081
H  -5.0659  2.0534  2.3140
H  -4.5723  -0.4138  2.4427
N  -3.0274  0.2368  -0.4773
C  -3.4770  -0.4400  0.5887
C  -3.1936  -1.9021  0.7021
N  -2.0310  -2.3917  0.2457
C  -1.7778  -3.6924  0.4190
C  -3.8313  -4.0644  1.6058
C  -2.6158  -4.5669  1.1360
H  -0.8515  -4.0729  -0.0278
H  -2.2993  -5.5979  1.2917
C  -4.1392  -2.7331  1.3493
H  -5.0876  -2.2818  1.6430
H  -4.5304  -4.6910  2.1610
Zn  -0.6443  -0.2147  -2.7516
C  -0.1780  -2.2691  -2.4340
H  -1.0029  -2.8560  -2.0475
H  0.3987  -2.0340  -1.4734
H  0.5068  -2.9831  -2.8884
C  1.7535  2.4410  2.2888
C  0.8011  2.0793  1.1369
C  -0.5893  1.7339  1.6867
C  0.6467  3.3068  0.2399
P  1.3781  0.5912  0.0863
N  0.3360  0.1519  -0.9548
C  2.9021  1.0777  -0.9706
C  3.9791  1.8520  -0.2125
C  3.4817  -0.2209  -1.5485
C  2.4387  1.9415  -2.1499
C  1.8608  -0.7518  1.3807
C  0.8518  -0.8402  2.5345
C  1.7528  -2.1123  0.6935
C  3.2778  -0.5924  1.9574
H  1.3623  3.3417  2.7957
H  2.7617  2.6805  1.9338
H  1.8331  1.6499  3.0381
H  -1.1827  2.6500  1.8057
H  -1.1081  1.0911  0.9683
H  -0.5597  1.2320  2.6578
H  1.6038  3.7213  -0.1030
H  0.0233  3.0584  -0.6241
H  0.1345  4.0975  0.8137
H  4.3454  1.3290  0.6752
H  4.8402  1.9949  -0.8901
H  3.6317  2.8464  0.0858
H  2.6771  -0.8235  -1.9889
H  4.1757  0.0452  -2.3592
H  4.0324  -0.8271  -0.8187
H  1.5787  1.4777  -2.6404
H  2.1432  2.9533  -1.8572
H  3.2670  2.0101  -2.8682
H  -0.1643  -0.9235  2.1343
H  1.0499  -1.7717  3.0908
H  0.9085  -0.0160  3.2515
H  2.3963  -2.1948  -0.1878
H  2.0416  -2.9086  1.4021
H  0.7029  -2.2522  0.4226
H  4.0504  -0.7210  1.1912
H  3.4355  0.3668  2.4655
H  3.4398  -1.3901  2.7074

Record 2
Molecular formula: C25H44O2P2Pm
Method: DFT, wB97M-V/def2-TZVPD

Its charge is +1. The value obtained for the energy above the lowest of the compared OMol25 structures with the same formula, charge and spin is 3.995 eV. As for the spin multiplicity: 5.

CARTESIAN COORDINATES (ANGSTROEM)
Pm  -0.1709  0.5701  -0.5926
C  -0.9706  -1.7147  0.8424
C  0.3285  -2.0192  0.3197
C  0.5910  -0.5227  2.0462
C  -0.7977  -0.7966  1.9167
C  1.2910  -1.2553  1.0519
C  -2.2521  -2.3620  0.4463
H  -2.2723  -2.5917  -0.6264
H  -3.0994  -1.7020  0.6706
H  -2.4106  -3.3075  0.9922
C  -1.8505  -0.3117  2.8501
H  -2.8133  -0.7930  2.6409
H  -1.9975  0.7772  2.7724
H  -1.5784  -0.5264  3.8984
C  1.1979  0.3133  3.1139
H  0.7723  0.0674  4.1007
H  1.0148  1.3835  2.9331
H  2.2838  0.1645  3.1622
C  2.7728  -1.3336  0.9133
H  3.2011  -2.0797  1.6052
H  3.2316  -0.3636  1.1484
H  3.0654  -1.6145  -0.1067
C  0.6515  -3.0787  -0.6734
H  0.9586  -4.0213  -0.1847
H  1.4824  -2.7737  -1.3273
H  -0.2119  -3.3153  -1.3080
C  -1.4096  1.7259  -5.5984
C  -1.7538  0.4359  -5.7472
C  -1.1660  -0.4836  -6.7802
C  0.3328  -0.2764  -7.0636
C  1.1227  0.1564  -5.8664
C  1.5114  1.4291  -5.6196
C  0.8773  2.6515  -6.2031
C  -0.5959  2.4820  -6.6062
H  -1.7189  -0.3853  -7.7344
H  0.4644  0.4010  -7.9267
H  -1.3245  -1.5335  -6.4856
H  -0.6681  2.0353  -7.6143
H  -1.8612  2.3667  -4.8316
H  -2.6938  0.0619  -5.3348
H  -1.0352  3.4921  -6.7142
H  0.9596  3.4861  -5.4894
H  2.4971  1.6102  -5.1860
H  1.4457  2.9766  -7.0964
H  0.7409  -1.2450  -7.4095
H  1.5900  -0.6781  -5.3377
P  -1.7720  0.0190  -2.6654
C  -3.2673  0.9915  -2.9974
C  -1.6070  -1.5490  -3.5607
P  1.7337  0.9650  -2.4274
C  -0.1757  1.0244  -3.1509
C  2.7525  -0.3022  -3.2121
C  2.4270  2.5989  -2.7573
H  -3.2260  1.9289  -2.4158
H  -4.1153  0.3954  -2.6252
H  -3.4075  1.2302  -4.0542
H  -1.0694  -1.4145  -4.5072
H  -2.6220  -1.9255  -3.7434
H  -1.0594  -2.2727  -2.9422
H  2.1617  2.9593  -3.7572
H  3.5181  2.5215  -2.6378
H  2.0452  3.3043  -2.0009
H  -0.4188  2.0900  -3.2657
H  -0.0138  0.5815  -4.1254
H  3.5781  -0.5069  -2.5120
H  3.1606  0.0429  -4.1666
H  2.1832  -1.2338  -3.3515
C  -0.4352  4.5913  2.0103
O  0.1473  3.2574  2.0560
C  -0.0208  2.4278  1.0673
O  -0.8474  2.6342  0.1232
H  -1.5290  4.5063  1.9830
H  -0.0416  5.1259  1.1358
H  -0.1034  5.0552  2.9315

Record 3
Molecular formula: C25H44O2P2Sn
Method: DFT, wB97M-V/def2-TZVPD

Its charge is +2. The value obtained for the energy above the lowest of the compared OMol25 structures with the same formula, charge and spin is 0.084 eV.

CARTESIAN COORDINATES (ANGSTROEM)
Sn  -1.0011  -0.4800  -2.8502
C  -0.7961  -2.7561  3.2351
C  0.4992  -3.0056  2.7074
C  0.7085  -1.4743  4.4040
C  -0.6624  -1.8119  4.2906
C  1.4284  -2.2102  3.4219
C  -2.0583  -3.3886  2.8028
H  -1.8850  -4.0760  1.9666
H  -2.7952  -2.6389  2.4816
H  -2.5094  -3.9630  3.6256
C  -1.7635  -1.2980  5.1268
H  -2.6008  -2.0082  5.1484
H  -2.1522  -0.3398  4.7490
H  -1.4244  -1.1349  6.1576
C  1.2752  -0.5150  5.3723
H  0.7485  -0.5689  6.3359
H  1.2077  0.5232  5.0075
H  2.3355  -0.7329  5.5480
C  2.8936  -2.1929  3.2373
H  3.3879  -2.9607  3.8514
H  3.3124  -1.2208  3.5217
H  3.1501  -2.3961  2.1932
C  0.8418  -3.9790  1.6501
H  1.0498  -4.9767  2.0690
H  1.7366  -3.6625  1.0990
H  0.0143  -4.0888  0.9409
C  -1.3939  0.8370  -4.6048
C  -1.2990  -0.5262  -5.0393
C  -0.0326  -1.0755  -5.6440
C  1.2520  -0.8055  -4.7993
C  1.0780  -0.2671  -3.3442
C  1.5696  1.1643  -3.2356
C  0.7162  2.2603  -3.8895
C  -0.3461  1.8724  -4.9450
H  0.1190  -0.6829  -6.6688
H  1.8858  -0.1118  -5.3749
H  -0.1518  -2.1654  -5.7722
H  0.1572  1.6617  -5.9015
H  -2.4026  1.2400  -4.4795
H  -2.2149  -1.0510  -5.3021
H  -0.9153  2.8008  -5.1216
H  0.2375  2.8882  -3.1126
H  2.5731  1.1992  -3.7095
H  1.4081  2.9539  -4.4199
H  1.7996  -1.7633  -4.7320
H  1.5986  -0.9084  -2.6182
P  -2.6717  1.3241  0.2326
C  -3.9896  2.4458  -0.2029
C  -3.1529  -0.2931  0.8468
P  2.3927  1.8544  -1.5298
C  -1.4859  1.1176  -1.1383
C  3.9877  0.9554  -1.3470
C  2.9919  3.4998  -2.0608
H  -4.3055  3.0261  0.6741
H  -4.8478  1.8964  -0.6092
H  -3.6138  3.1402  -0.9670
H  -2.7233  -1.0734  0.2017
H  -4.2476  -0.3810  0.8023
H  -2.8150  -0.4647  1.8820
H  2.6694  3.7373  -3.0813
H  4.0849  3.5535  -1.9873
H  2.5446  4.2285  -1.3661
H  -0.4709  1.1630  -0.7116
H  -1.6148  1.9881  -1.8046
H  4.5359  1.4064  -0.5060
H  4.5853  1.0242  -2.2648
H  3.7791  -0.0965  -1.1080
C  -0.8000  2.2252  3.5573
C  -0.9355  1.6105  2.2025
O  -0.2305  0.7318  1.7351
O  -2.0015  2.1361  1.4918
H  -1.5917  2.9640  3.7364
H  0.1895  2.6923  3.6368
H  -0.8424  1.4239  4.3062

Record 4
Molecular formula: C25H44OP2Ti
Method: DFT, wB97M-V/def2-TZVPD

Its charge is +1. The value obtained for the energy above the lowest of the compared OMol25 structures with the same formula, charge and spin is 6.110 eV. As for the spin multiplicity: 2.

CARTESIAN COORDINATES (ANGSTROEM)
Ti  -0.3739  0.2452  0.6229
C  -0.9519  -1.5366  2.2426
C  0.3745  -1.7591  1.6688
C  0.5830  -0.3146  3.4648
C  -0.8009  -0.6473  3.3498
C  1.3093  -0.9751  2.4334
C  -2.1826  -2.3600  2.0579
H  -2.0598  -3.1309  1.2851
H  -3.0791  -1.7616  1.7912
H  -2.3674  -2.8950  3.0142
C  -1.8629  -0.3440  4.3442
H  -2.5739  -1.1662  4.3510
H  -2.4701  0.5541  4.1427
H  -1.4481  -0.2513  5.3572
C  1.2455  0.3939  4.5966
H  1.3050  -0.2692  5.4728
H  0.7391  1.3090  4.9307
H  2.2738  0.7009  4.3559
C  2.7696  -1.2341  2.4414
H  3.0022  -1.8375  3.3378
H  3.3809  -0.3188  2.4583
H  3.1011  -1.8382  1.5828
C  0.7687  -2.9717  0.9159
H  1.3733  -3.6221  1.5711
H  1.3883  -2.7576  0.0398
H  -0.0734  -3.5958  0.5723
C  -1.3337  1.4153  -2.5802
C  -1.6965  0.1019  -2.8175
C  -1.1743  -0.6195  -4.1021
C  0.3585  -0.5877  -4.3063
C  1.1895  -0.3031  -3.1233
C  1.5950  0.9730  -2.7260
C  1.0037  2.2537  -3.2617
C  -0.5184  2.2799  -3.4867
H  -1.6900  -0.1966  -5.0099
H  0.5882  0.1685  -5.0702
H  -1.5014  -1.6783  -4.0577
H  -0.7084  1.9815  -4.5158
H  -1.6899  1.9343  -1.6703
H  -2.7525  -0.2896  -2.6613
H  -0.8587  3.3229  -3.3449
H  1.2656  3.0536  -2.5610
H  2.6321  1.0768  -2.3596
H  1.5488  2.5078  -4.1848
H  0.6718  -1.5833  -4.6701
H  1.5401  -1.1746  -2.5702
P  -2.2072  -0.5766  -0.7420
C  -3.5758  0.6002  -0.7268
C  -2.0013  -2.2693  -1.2685
P  2.1611  0.7026  -0.1019
C  0.7259  0.3003  -1.0006
C  3.2889  -0.5426  -0.7330
C  2.5261  2.4675  -0.4176
H  -3.3022  1.5428  -0.2182
H  -4.4311  0.1274  -0.2300
H  -3.8517  0.8733  -1.7549
H  -1.5202  -2.3002  -2.2599
H  -2.9936  -2.7301  -1.3372
H  -1.3636  -2.8829  -0.6257
H  2.2600  2.8635  -1.4046
H  3.6163  2.6275  -0.2930
H  2.0080  3.1174  0.2921
H  0.0859  1.1788  -1.1249
H  0.1749  -0.6885  -1.4105
H  3.9320  -0.8660  0.0881
H  3.9549  -0.1563  -1.5189
H  2.7803  -1.4326  -1.1296
C  -0.5676  2.7602  2.8675
C  -0.5278  2.1675  1.5230
O  -1.3502  2.2925  0.5161
H  -1.0085  1.9495  3.5005
H  -1.1226  3.7105  2.9486
H  0.4694  2.9109  3.2402

> The highest charge belongs to which entry?

C25H44O2P2Sn

> What is the charge in the second record?

+1